Record 1
ORCA calculation (ωB97M-V/def2-TZVPD) on a structure of composition C30H25KNP2Te in a non-equilibrium geometry.

XYZ file:
```
60
C30H25KNP2Te, DFT ωB97M-V/def2-TZVPD
K -1.398 2.466 2.002
Te 0.745 -1.182 1.287
C 1.426 -1.670 -0.671
C 2.530 -2.518 -0.808
C 2.994 -2.839 -2.087
N 2.375 -2.331 -3.184
C 1.301 -1.506 -3.076
C 0.808 -1.160 -1.816
C -0.324 0.614 0.714
P -2.516 -0.077 0.839
C -2.357 -1.746 0.040
C -2.403 -1.803 -1.360
C -2.292 -3.027 -2.026
C -2.136 -4.207 -1.297
C -2.092 -4.164 0.098
C -2.205 -2.942 0.768
C -2.645 -0.488 2.643
C -1.683 -0.067 3.576
C -1.824 -0.391 4.930
C -2.928 -1.128 5.363
C -3.897 -1.538 4.445
C -3.760 -1.215 3.092
P 1.360 2.163 0.840
C 0.528 3.335 -0.327
C -0.164 2.886 -1.466
C -0.792 3.801 -2.315
C -0.741 5.168 -2.032
C -0.063 5.620 -0.897
C 0.567 4.707 -0.046
C 2.695 1.392 -0.202
C 2.854 1.627 -1.582
C 3.905 1.028 -2.284
C 4.815 0.203 -1.621
C 4.678 -0.023 -0.251
C 3.627 0.570 0.453
H 3.025 -2.919 0.065
H 3.851 -3.490 -2.204
H 0.830 -1.116 -3.968
H -0.042 -0.502 -1.740
H -2.526 -0.896 -1.938
H -2.327 -3.059 -3.107
H -2.049 -5.154 -1.813
H -1.970 -5.080 0.662
H -2.159 -2.945 1.846
H -0.826 0.514 3.274
H -1.077 -0.066 5.643
H -3.034 -1.378 6.411
H -4.755 -2.105 4.781
H -4.518 -1.537 2.390
H -0.216 1.834 -1.701
H -1.320 3.449 -3.192
H -1.229 5.875 -2.690
H -0.027 6.679 -0.676
H 1.087 5.068 0.832
H 2.190 2.266 -2.134
H 4.018 1.209 -3.346
H 5.629 -0.257 -2.167
H 5.386 -0.657 0.267
H 3.540 0.389 1.517
H -2.469 4.320 1.244
```

Computed properties:
- Net charge: -1
- M: 628.183 g mol⁻¹
- Energy: -2763.41043 hartree
- Largest force on an atom: 2.88 eV/Å


Record 2
ORCA calculation (ωB97M-V/def2-TZVPD) on a structure of composition C30H25N2O6P2Tc.

XYZ file:
```
66
C30H25N2O6P2Tc, DFT ωB97M-V/def2-TZVPD
Tc -0.431 -1.563 -1.484
O 0.699 -7.773 -3.133
C 0.215 -6.924 -2.241
O -0.615 -7.201 -1.435
C 0.728 -5.497 -2.246
C 2.016 -4.993 -2.102
N 1.926 -3.670 -1.900
N 0.646 -3.267 -1.925
C -0.083 -4.375 -2.133
C -1.544 -4.137 -2.204
O -2.438 -4.842 -2.443
O -1.757 -2.732 -1.936
H 1.235 -7.358 -3.824
H 2.977 -5.485 -2.120
H 2.687 -3.013 -1.800
O -0.154 -1.490 0.376
P -0.116 -0.294 1.449
C -1.215 0.982 0.779
P -0.772 1.632 -0.870
O -0.257 0.326 -1.661
C 0.588 2.752 -0.808
C 1.824 2.467 -1.386
C 2.824 3.425 -1.348
C 2.593 4.648 -0.730
C 1.358 4.933 -0.156
C 0.347 3.992 -0.201
C -2.202 2.274 -1.665
C -2.024 2.785 -2.960
C -3.097 3.348 -3.621
C -4.336 3.429 -2.991
C -4.509 2.950 -1.699
C -3.447 2.367 -1.030
C -0.801 -0.918 2.941
C -0.663 -2.275 3.248
C -1.143 -2.748 4.456
C -1.743 -1.876 5.356
C -1.868 -0.524 5.058
C -1.404 -0.038 3.849
C 1.540 0.318 1.534
C 1.797 1.333 2.461
C 3.062 1.888 2.532
C 4.071 1.425 1.697
C 3.823 0.402 0.789
C 2.557 -0.147 0.702
H -1.250 1.813 1.492
H -2.217 0.543 0.742
H 2.002 1.517 -1.871
H 3.781 3.224 -1.810
H 3.378 5.392 -0.705
H 1.182 5.894 0.307
H -0.625 4.236 0.215
H -1.055 2.747 -3.444
H -2.972 3.737 -4.622
H -5.172 3.873 -3.514
H -5.470 3.039 -1.212
H -3.601 2.003 -0.023
H -0.193 -2.960 2.553
H -1.049 -3.797 4.699
H -2.121 -2.253 6.297
H -2.333 0.147 5.767
H -1.522 1.017 3.629
H 1.026 1.682 3.142
H 3.266 2.670 3.252
H 5.062 1.856 1.763
H 4.625 0.036 0.162
H 2.365 -0.955 0.005
```

Computed properties:
- 2S+1: 4
- Net charge: +3
- M: 669.486 g mol⁻¹
- Expectation value of S²: 3.766
- Energy: -2481.74996 hartree
- Largest force on an atom: 0.39 eV/Å


Record 3
ORCA calculation (ωB97M-V/def2-TZVPD) on a structure of composition C30H26AsCl2F6N2O6S2W.

XYZ file:
```
76
C30H26AsCl2F6N2O6S2W, DFT ωB97M-V/def2-TZVPD
W -0.106 0.343 1.212
N 0.534 2.440 0.688
C 1.887 2.731 1.290
C 2.359 1.568 2.163
O 3.022 1.775 3.141
O 1.992 0.383 1.701
H 0.529 2.702 -0.296
H -0.159 3.043 1.133
H 1.858 3.655 1.861
H 2.615 2.837 0.487
Cl -1.919 -3.485 1.745
C -0.645 -2.950 2.815
Cl 0.629 -1.984 1.980
H -0.106 -3.803 3.213
H -1.044 -2.329 3.606
C 4.519 2.848 -2.284
C 4.648 1.987 -1.200
C 3.611 1.132 -0.861
C 2.443 1.121 -1.627
C 2.317 1.979 -2.716
C 3.355 2.846 -3.037
As 0.962 -0.023 -1.158
C -0.212 0.120 -2.668
C -0.004 -0.667 -3.794
C -0.850 -0.538 -4.885
C -1.897 0.373 -4.852
C -2.102 1.162 -3.729
C -1.260 1.034 -2.634
C 1.621 -1.832 -1.253
C 2.972 -2.151 -1.220
C 3.361 -3.484 -1.226
C 2.409 -4.493 -1.275
C 1.059 -4.169 -1.330
C 0.669 -2.842 -1.316
H 5.329 3.516 -2.541
H 5.555 1.988 -0.610
H 3.703 0.498 0.012
H 1.423 1.966 -3.324
H 3.252 3.513 -3.882
H 0.812 -1.379 -3.820
H -0.692 -1.151 -5.762
H -2.557 0.467 -5.704
H -2.921 1.869 -3.700
H -1.439 1.631 -1.745
H 3.730 -1.380 -1.204
H 4.414 -3.731 -1.198
H 2.719 -5.529 -1.278
H 0.311 -4.950 -1.380
H -0.382 -2.586 -1.359
F -3.699 0.590 4.793
C -3.249 0.502 3.570
F -4.137 0.999 2.724
F -2.988 -0.756 3.241
S -1.710 1.554 3.370
O -1.635 1.827 1.909
O -1.874 2.657 4.242
N -0.406 0.642 3.474
S 0.045 0.033 4.951
O -1.150 -0.155 5.714
O 0.962 -1.027 4.728
C 0.993 1.448 5.772
F 1.000 2.521 4.991
F 0.375 1.735 6.901
F 2.220 1.043 6.022
C -1.540 -0.283 0.344
C -2.749 -0.618 -0.366
C -3.684 0.417 -0.497
C -4.864 0.215 -1.188
C -5.129 -1.020 -1.766
C -4.212 -2.055 -1.634
C -3.033 -1.859 -0.936
H -3.472 1.380 -0.051
H -5.578 1.022 -1.277
H -6.049 -1.178 -2.312
H -4.418 -3.022 -2.074
H -2.343 -2.683 -0.825
```

Computed properties:
- Net charge: +1
- M: 1018.336 g mol⁻¹
- Energy: -6338.30328 hartree
- Largest force on an atom: 0.55 eV/Å


Record 4
ORCA calculation (ωB97M-V/def2-TZVPD) on a structure of composition C30H26BBrF4NOPdSi.

XYZ file:
```
66
C30H26BBrF4NOPdSi, DFT ωB97M-V/def2-TZVPD
Pd -1.071 -0.793 0.215
O -3.042 -1.788 1.560
C -3.907 -0.785 2.008
C -3.396 0.641 1.871
C -4.115 1.663 2.486
C -3.673 2.964 2.382
C -2.507 3.216 1.677
C -1.848 2.150 1.099
N -2.289 0.891 1.175
H -2.314 -1.933 2.196
H -4.190 -0.939 3.054
H -4.819 -0.867 1.411
H -5.007 1.416 3.050
H -4.219 3.771 2.856
H -2.103 4.215 1.586
H -0.924 2.298 0.555
F -1.168 -3.400 4.142
B -0.164 -2.493 3.769
F -0.578 -1.911 2.495
F -0.059 -1.452 4.699
F 1.065 -3.123 3.573
C 2.543 2.386 3.662
C 2.308 3.121 2.507
C 1.905 2.476 1.342
C 1.735 1.088 1.304
C 1.971 0.367 2.484
C 2.372 1.007 3.648
Si 1.040 0.173 -0.193
C 0.906 1.471 -1.584
C 2.051 2.064 -2.129
C 1.967 3.011 -3.143
C 0.725 3.386 -3.641
C -0.425 2.807 -3.124
C -0.330 1.858 -2.109
C 2.378 -1.017 -0.789
C 3.678 -1.009 -0.277
C 4.646 -1.881 -0.764
C 4.330 -2.781 -1.773
C 3.042 -2.804 -2.295
C 2.079 -1.933 -1.805
H 2.848 2.888 4.574
H 2.436 4.199 2.513
H 1.729 3.063 0.445
H 1.809 -0.708 2.505
H 2.523 0.426 4.551
H 3.029 1.773 -1.753
H 2.872 3.452 -3.549
H 0.657 4.121 -4.435
H -1.397 3.088 -3.516
H -1.231 1.396 -1.724
H 3.938 -0.317 0.518
H 5.648 -1.861 -0.350
H 5.082 -3.466 -2.147
H 2.785 -3.508 -3.079
H 1.074 -1.966 -2.217
Br -2.396 -4.432 -5.293
C -2.167 -3.350 -3.738
C -1.658 -3.918 -2.584
C -1.493 -3.114 -1.460
C -1.811 -1.754 -1.475
C -2.335 -1.227 -2.652
C -2.516 -2.012 -3.789
H -1.398 -4.969 -2.560
H -1.100 -3.572 -0.557
H -2.606 -0.178 -2.709
H -2.917 -1.587 -4.700
```

Computed properties:
- 2S+1: 3
- Net charge: -1
- M: 717.758 g mol⁻¹
- Expectation value of S²: 2.006
- Energy: -4704.79356 hartree
- Largest force on an atom: 0.32 eV/Å


- The highest largest force on an atom belongs to which entry?
  C30H25KNP2Te


- What is the net charge in the fourth record?
  -1


- Among the records above, which one has the highest largest force on an atom?
  C30H25KNP2Te